Entry from OMol25: a molecular structure, C8H10GdO5P in a non-equilibrium geometry (the ωB97M-V functional and the def2-TZVPD basis).

Geometry as XYZ:
```
25
Properties=species:S:1:pos:R:3
O -2.265 -6.660 -0.949
C -1.787 -5.669 -1.094
Gd -0.381 -0.748 -1.621
O 2.637 -1.744 0.076
C 1.596 -1.453 -0.339
C 1.510 0.768 -1.182
O 2.544 1.372 -1.044
C 0.818 1.551 -2.240
O 0.547 2.501 -2.910
C 1.606 -1.171 -2.996
O 2.614 -1.386 -3.514
H -1.879 -0.116 -2.772
C -1.860 -0.016 1.881
P -0.446 0.543 0.852
C -0.769 2.344 0.701
C 0.911 0.582 2.054
H -2.784 -0.006 1.276
H -1.993 0.579 2.773
H -1.683 -1.090 2.182
H -0.901 2.785 1.682
H 0.062 2.842 0.172
H -1.698 2.498 0.092
H 0.691 1.261 2.889
H 1.071 -0.451 2.470
H 1.840 0.884 1.560
```

multiplicity: 8
highest occupied orbital energy (spin up / spin down): -17.0 / -17.0 eV
expectation value of S²: 15.7650
maximum force: 0.2617 hartree/bohr
charge: +2
HOMO-LUMO gap (spin up / spin down): 5.9 / 5.9 eV

---

Entry from OMol25: a molecular structure, C8H10I2N2 in a non-equilibrium geometry (the ωB97M-V functional and the def2-TZVPD basis).

Geometry as XYZ:
```
22
Properties=species:S:1:pos:R:3
C -2.455 1.236 -0.621
C -1.688 1.983 0.204
C -2.135 -0.098 -0.876
C -0.449 1.463 0.655
C -0.932 -0.627 -0.432
C -0.123 0.170 0.434
C -0.503 -1.954 -0.870
C 2.323 -0.350 -0.420
N 1.530 -0.133 2.037
N 0.971 -0.557 0.909
I 3.903 -1.739 0.012
I 3.072 1.701 -0.402
H -3.472 1.566 -0.731
H -1.983 3.011 0.429
H -2.724 -0.665 -1.625
H 0.258 2.060 1.155
H -1.454 -2.464 -0.732
H -0.321 -1.833 -1.922
H 0.263 -2.157 -0.234
H 1.763 -0.677 -1.294
H 2.287 -0.766 2.202
H 1.870 0.831 2.121
```

multiplicity: 1
highest occupied orbital energy: -8.3 eV
ΔE to the lowest compared entry with this formula, charge and spin: 1.357 eV
maximum force: 0.0768 hartree/bohr
HOMO-LUMO gap: 7.8 eV

---

Entry from OMol25: a molecular structure, C8H10IrO8P in a non-equilibrium geometry (the ωB97M-V functional and the def2-TZVPD basis).

Geometry as XYZ:
```
28
Properties=species:S:1:pos:R:3
O -0.221 2.829 -1.875
C -0.262 1.682 -1.811
Ir -0.268 -0.325 -1.796
C -0.248 -2.309 -1.712
O -0.257 -3.460 -1.743
C -0.271 -0.483 -3.865
O -0.334 -1.390 -4.645
C 1.745 -0.305 -1.888
O 2.894 -0.307 -1.928
C -2.262 -0.321 -1.742
O -3.410 -0.385 -1.687
H -0.164 0.601 -4.204
C -1.642 -1.785 1.880
O -0.339 -1.355 1.369
P 0.069 -0.090 0.481
O -0.674 1.221 1.082
C -0.147 2.202 2.026
O 1.654 0.070 0.707
C 2.379 0.477 1.896
H -1.812 -2.861 1.657
H -2.477 -1.173 1.503
H -1.592 -1.663 2.967
H -0.883 3.010 2.100
H -0.020 1.764 3.026
H 0.801 2.632 1.679
H 2.814 1.453 1.648
H 1.767 0.544 2.809
H 3.160 -0.274 2.065
```

multiplicity: 5
highest occupied orbital energy (spin up / spin down): -13.1 / -19.2 eV
expectation value of S²: 6.0223
ΔE to the lowest compared entry with this formula, charge and spin: 0.253 eV
maximum force: 0.1239 hartree/bohr
charge: +2
HOMO-LUMO gap (spin up / spin down): 5.6 / 5.3 eV

---

Entry from OMol25: 2 unconnected molecules or ions with the total composition C8H10N2 in a non-equilibrium geometry (the ωB97M-V functional and the def2-TZVPD basis).

Geometry as XYZ:
```
20
Properties=species:S:1:pos:R:3
C -0.674 1.871 0.200
C -1.499 1.227 -0.739
C -0.796 1.136 1.382
C -2.165 0.166 -0.133
N -1.739 0.122 1.185
H -0.018 2.725 0.033
H -1.620 1.498 -1.788
H -0.240 1.224 2.315
H -2.927 -0.520 -0.504
H -2.164 -0.529 1.850
C 1.042 -0.444 0.639
C 0.372 -1.398 -0.105
C 2.269 -0.264 0.063
C 1.104 -1.682 -1.234
N 2.213 -0.986 -1.125
H 0.738 0.073 1.550
H -0.647 -1.683 0.160
H 3.063 0.448 0.287
H 0.868 -2.261 -2.128
H 2.820 -0.723 -1.906
```

multiplicity: 1
highest occupied orbital energy: -7.5 eV
ΔE to the lowest compared entry with this formula, charge and spin: 1.407 eV
maximum force: 0.0815 hartree/bohr
SMILES: c1cc[nH]c1.c1cc[nH]c1
HOMO-LUMO gap: 8.5 eV

---

Entry from OMol25: C8H10N2O in the gas phase in a non-equilibrium geometry (the ωB97M-V functional and the def2-TZVPD basis).

Geometry as XYZ:
```
21
Properties=species:S:1:pos:R:3
C -0.127 -1.511 0.867
C 1.321 2.700 0.383
C 1.366 1.291 0.307
C 0.087 0.976 0.244
C 2.538 0.374 0.565
C -0.812 -1.032 -1.409
C -2.205 -0.375 0.790
C -0.874 -0.604 0.100
N 0.183 -2.264 1.643
N 0.076 3.149 0.354
O -0.698 2.077 0.277
H 2.212 3.300 0.351
H 3.526 0.799 0.550
H 2.461 -0.111 1.542
H 2.439 -0.464 -0.203
H 0.321 -0.989 -1.473
H -1.199 -0.201 -2.042
H -1.301 -1.999 -1.581
H -2.510 0.602 1.246
H -2.948 -0.686 0.004
H -2.249 -1.152 1.579
```

multiplicity: 1
highest occupied orbital energy: -9.9 eV
ΔE to the lowest compared entry with this formula, charge and spin: 4.124 eV
maximum force: 0.1100 hartree/bohr
SMILES: Cc1cnoc1C(C)(C)C#N
HOMO-LUMO gap: 10.6 eV

---

Entry from OMol25: C8H10N2O in the gas phase in a non-equilibrium geometry (the ωB97M-V functional and the def2-TZVPD basis).

Geometry as XYZ:
```
21
Properties=species:S:1:pos:R:3
C -1.802 -0.042 -2.504
C -0.708 0.982 -2.321
C 0.381 -0.012 -0.159
C 0.339 -1.404 -0.267
C 0.473 -2.145 0.843
C 0.656 -1.565 2.123
C 0.531 -0.150 2.238
C 0.453 0.585 1.080
H -2.443 0.446 -3.267
H -1.369 -1.094 -2.802
H -2.339 -0.172 -1.528
H 0.931 1.584 -1.254
H 0.278 -1.815 -1.229
H 0.427 -3.232 0.749
H 0.547 -2.143 3.057
H 0.076 0.111 4.280
H 0.556 1.650 3.441
H 0.321 1.636 1.213
N 0.274 0.798 -1.335
N 0.587 0.529 3.505
O -0.618 2.031 -3.007
```

multiplicity: 1
highest occupied orbital energy: -8.4 eV
ΔE to the lowest compared entry with this formula, charge and spin: 0.679 eV
maximum force: 0.0752 hartree/bohr
SMILES: CC(=O)Nc1cccc(N)c1
HOMO-LUMO gap: 9.2 eV

---

Entry from OMol25: C8H10N2O2 in the gas phase in a non-equilibrium geometry (the ωB97M-V functional and the def2-TZVPD basis).

Geometry as XYZ:
```
22
Properties=species:S:1:pos:R:3
C -4.049 0.006 -0.321
C -0.857 -0.112 0.124
C -1.795 0.591 -0.198
C -3.561 -1.158 -0.056
C -3.055 1.177 -0.080
C 1.367 0.157 0.736
C 0.553 -2.001 -0.249
C 3.294 1.413 -0.192
N 0.304 -0.641 0.323
N 2.116 0.602 -0.437
O -3.061 -2.227 0.055
O -3.402 2.345 0.081
H -5.054 0.189 -0.120
H 0.870 0.992 1.260
H 1.979 -0.435 1.549
H 0.046 -2.827 0.228
H 0.319 -1.911 -1.329
H 1.582 -2.134 -0.157
H 3.905 1.244 -1.063
H 3.105 2.473 0.147
H 4.005 1.029 0.588
H 1.389 1.228 -0.888
```

multiplicity: 1
highest occupied orbital energy: -8.8 eV
ΔE to the lowest compared entry with this formula, charge and spin: 5.255 eV
maximum force: 0.0946 hartree/bohr
SMILES: CNCN(C)C#CC(=O)C=C=O
HOMO-LUMO gap: 9.5 eV

---

Entry from OMol25: 2 unconnected molecules or ions with the total composition C8H10N2O4 in a non-equilibrium geometry (the ωB97M-V functional and the def2-TZVPD basis).

Geometry as XYZ:
```
24
Properties=species:S:1:pos:R:3
C -2.281 -1.555 2.930
C -1.351 -0.692 3.440
C -1.871 -1.654 1.393
C -0.499 -0.281 2.337
C 1.791 0.230 -0.747
C -0.438 0.682 -1.695
C 2.883 -0.323 -1.608
C -0.238 1.942 -2.448
N -0.810 -0.842 1.188
N 0.496 0.111 -1.019
O 2.079 0.665 0.408
O -1.656 0.316 -1.615
O -2.404 -2.257 0.481
O 0.442 0.517 2.515
H -3.157 -2.127 3.190
H -1.387 -0.355 4.463
H 2.682 -1.319 -1.998
H 3.184 0.246 -2.567
H 3.861 -0.396 -1.012
H -1.216 2.443 -2.843
H 0.198 2.678 -1.918
H 0.427 1.788 -3.280
H -1.674 -0.590 -1.345
H 0.941 0.772 1.751
```

multiplicity: 1
highest occupied orbital energy: -9.4 eV
ΔE to the lowest compared entry with this formula, charge and spin: 1.689 eV
maximum force: 0.0843 hartree/bohr
SMILES: CC(=O)/N=C(\C)O.O=C1C=CC(O)=N1
HOMO-LUMO gap: 8.9 eV

---

Entry from OMol25: a molecular structure, C8H10N2O5Rh in a non-equilibrium geometry (the ωB97M-V functional and the def2-TZVPD basis).

Geometry as XYZ:
```
26
Properties=species:S:1:pos:R:3
Rh 0.116 1.926 -0.505
C 0.126 2.435 1.389
O 0.109 2.746 2.513
C 0.064 3.420 -1.652
O 0.111 4.340 -2.359
C -1.796 1.341 -0.745
O -2.940 1.127 -0.960
C 2.029 1.359 -0.737
O 3.154 1.121 -0.904
C 0.072 -1.170 -2.824
H 0.977 -1.429 -2.152
H -0.875 -1.377 -2.218
C 0.094 0.017 -3.562
H -0.823 0.708 -3.686
H 1.022 0.657 -3.709
C -1.709 -1.031 1.882
N -0.505 -1.651 2.358
C 0.685 -1.490 1.698
N 1.726 -2.237 2.258
O 0.844 -0.739 0.722
H -1.918 -1.317 0.836
H -1.635 0.069 1.928
H -2.542 -1.359 2.512
H -0.546 -2.296 3.176
H 2.599 -2.203 1.771
H 1.560 -2.967 2.969
```

multiplicity: 5
highest occupied orbital energy (spin up / spin down): -19.8 / -21.5 eV
expectation value of S²: 6.0364
maximum force: 0.1420 hartree/bohr
charge: +3
HOMO-LUMO gap (spin up / spin down): 7.4 / 5.8 eV

---

Entry from OMol25: C8H10N2S in the gas phase in a non-equilibrium geometry (the ωB97M-V functional and the def2-TZVPD basis).

Geometry as XYZ:
```
21
Properties=species:S:1:pos:R:3
C 0.594 -0.528 -1.409
C 1.558 -2.554 -0.335
C 0.185 -0.136 -0.158
C -1.385 1.612 -0.553
C 0.892 -1.946 -1.499
C 0.851 -0.832 0.949
C -1.864 2.926 0.090
C 0.661 -0.195 2.256
N 1.524 -1.993 0.828
N -0.422 1.042 0.102
S -2.265 1.261 -1.954
H 0.885 0.178 -2.236
H 1.942 -3.511 -0.411
H -0.197 -2.409 -1.591
H 1.352 -2.302 -2.474
H -2.641 3.335 -0.659
H -0.977 3.655 0.258
H -2.394 2.745 1.025
H 0.834 -1.041 2.924
H -0.430 0.055 2.338
H 1.298 0.638 2.509
```

multiplicity: 1
highest occupied orbital energy (spin up / spin down): -7.4 / -7.3 eV
ΔE to the lowest compared entry with this formula, charge and spin: 3.333 eV
maximum force: 0.0604 hartree/bohr
HOMO-LUMO gap (spin up / spin down): 5.5 / 5.2 eV

---

Entry from OMol25: a molecular structure, C8H10N2SSn in a non-equilibrium geometry (the ωB97M-V functional and the def2-TZVPD basis).

Geometry as XYZ:
```
22
Properties=species:S:1:pos:R:3
C -0.950 2.159 -2.173
C -0.005 1.100 -2.143
C 0.759 1.206 -0.951
C 0.292 2.324 -0.208
C -0.776 2.939 -0.961
Sn -2.067 1.041 -0.018
N -0.680 -0.637 0.641
C 1.114 -2.660 1.076
C 1.221 -2.923 -0.238
H 1.629 0.596 -0.705
H 0.178 0.375 -2.936
H 0.738 2.716 0.704
H -1.224 3.911 -0.755
H -1.592 2.428 -3.011
H 0.424 -3.435 -0.781
H 0.275 -3.033 1.677
H -0.845 -1.626 0.440
H 2.124 -2.660 -0.795
H 1.961 -2.229 1.623
S 0.115 -0.283 2.017
C -0.986 -0.559 3.292
N -1.705 -0.746 4.203
```

multiplicity: 1
highest occupied orbital energy (spin up / spin down): 3.2 / 3.2 eV
ΔE to the lowest compared entry with this formula, charge and spin: 0.000 eV
maximum force: 0.0465 hartree/bohr
charge: -2
HOMO-LUMO gap (spin up / spin down): 2.3 / 2.3 eV

---

Entry from OMol25: 2 unconnected molecules or ions with the total composition C8H10N3 in a non-equilibrium geometry (the ωB97M-V functional and the def2-TZVPD basis).

Geometry as XYZ:
```
21
Properties=species:S:1:pos:R:3
C -3.989 0.489 0.510
C -2.788 0.926 0.998
C -3.110 -1.371 -0.551
C -1.747 -0.699 -0.467
C 2.629 -0.481 1.134
C -0.716 -1.273 -1.053
C 1.436 -0.035 0.658
C 1.535 0.600 -1.622
N -4.084 -0.703 -0.170
N -1.711 0.343 0.426
N 1.007 -0.087 -0.648
H -4.923 0.965 0.848
H -2.725 1.868 1.724
H -3.327 -2.356 -1.155
H 2.831 -0.291 2.130
H 3.384 -0.968 0.530
H -0.459 -1.928 -1.840
H 0.586 0.232 1.395
H 2.388 1.284 -1.577
H -0.657 0.565 0.785
H 1.156 0.340 -2.624
```

multiplicity: 1
highest occupied orbital energy: -11.9 eV
ΔE to the lowest compared entry with this formula, charge and spin: 5.219 eV
maximum force: 0.1011 hartree/bohr
charge: +1
HOMO-LUMO gap: 7.2 eV